The molecule C4H5NO3 at a distorted geometry. Source: the OMol25 dataset; level of theory: ωB97M-V/def2-TZVPD.

```
13
Properties=species:S:1:pos:R:3:forces:R:3
O 0.25715 2.39370 0.00788 -0.287 0.595 0.049
C 0.49177 1.23484 0.08102 1.738 -0.728 -1.206
N 1.85420 0.73196 0.34322 -0.597 3.347 -1.529
O 2.01877 -0.60603 0.19790 -3.812 -3.411 -0.118
C 0.50848 -1.20336 0.14704 1.606 2.296 -6.649
C -0.42506 0.06487 -0.06422 -0.683 -0.990 2.728
C -1.93930 -0.09043 -0.31736 4.339 -0.619 2.104
O -1.36118 0.36304 1.08645 -0.736 -2.996 -3.035
H 2.33269 1.13205 -0.50001 -0.014 0.020 1.184
H 0.42976 -1.96491 -0.82684 0.438 1.979 2.815
H 0.30956 -1.61160 1.02937 -0.575 -2.049 3.627
H -2.06691 -1.26806 -0.54520 -0.760 3.162 0.853
H -2.40994 0.82391 -0.63924 -0.658 -0.606 -0.823
```
Positions in Å, forces in eV/Å.

## Properties
SMILES = O=C1NOC[C@]12CO2
LUMO = 0.6 eV
relative energy (zero: lowest compared OMol25 entry of this formula, charge and spin) = 145.2 kcal/mol
HOMO-LUMO gap = 9.9 eV
HOMO = -9.301 eV
E_tot = -435.6891 hartree

The molecule C3H4O2 at a distorted geometry. Source: the OMol25 dataset; level of theory: ωB97M-V/def2-TZVPD.

```
9
Properties=species:S:1:pos:R:3:forces:R:3
O -1.34661 -1.28300 -0.20695 -0.304 0.246 -0.229
C -1.22481 -0.09339 -0.25785 -0.183 0.595 0.430
C 0.18110 0.63006 -0.08665 -3.291 -2.735 2.930
C 1.24231 -0.48658 0.18684 5.020 -1.056 -1.724
O 2.36315 -0.59863 -0.43470 -5.177 0.913 2.448
H -2.18061 0.62369 -0.31865 1.754 -1.081 -0.070
H 0.02760 1.40797 -0.76265 1.643 1.161 -1.890
H -0.16796 1.14868 0.85169 1.088 -0.429 -0.135
H 1.10582 -1.34880 1.02893 -0.550 2.387 -1.760
```
Positions in Å, forces in eV/Å.

## Properties
SMILES = O=CCC=O
LUMO = 0.4 eV
relative energy (zero: lowest compared OMol25 entry of this formula, charge and spin) = 53.1 kcal/mol
HOMO-LUMO gap = 10.4 eV
HOMO = -10.007 eV
E_tot = -267.1082 hartree

A structure of composition C19H18AsClMgN2O8S3Sb. Source: the OMol25 dataset; level of theory: ωB97M-V/def2-TZVPD.

```
54
Properties=species:S:1:pos:R:3:forces:R:3
Mg -0.44820 -1.37052 -3.20578 -0.035 -0.899 0.131
S -3.53197 -3.86777 0.40506 0.118 0.118 -0.213
Sb -3.09611 -2.50570 -1.37959 0.129 -0.174 0.361
S -4.01028 -0.41550 -1.07106 -0.009 0.024 -0.073
S -0.64058 -3.94518 -2.43539 -0.189 0.065 -0.281
N -1.46482 0.45831 -2.95755 -0.039 0.210 0.040
N -2.04600 0.72766 -4.22247 -0.080 -0.098 -0.183
C -2.35981 -0.43394 -5.01501 -0.051 0.616 -0.277
O -3.06161 -0.23177 -6.00282 0.021 -0.211 0.309
O -1.82576 -1.51782 -4.61474 0.375 -0.161 -0.020
H -2.19454 0.30725 -2.24528 -0.015 0.074 0.035
H -0.88512 1.23983 -2.68022 0.087 0.036 -0.045
H -2.85324 1.33149 -4.17495 -0.058 0.074 0.019
O -0.84507 -1.78385 -1.21340 -0.446 -0.058 0.054
O -0.29282 -3.09975 -1.04402 0.318 -0.021 0.303
O 3.47200 -0.53019 -4.45673 -0.150 -0.067 0.085
Cl 2.04293 -0.62282 -4.38570 0.946 0.068 -0.150
O 1.47902 0.57506 -3.81741 -0.215 0.129 0.065
O 1.48187 -0.88143 -5.67484 -0.086 -0.086 0.095
O 1.68716 -1.73097 -3.46108 -0.636 0.285 -0.267
C 2.20944 4.46210 2.41060 0.032 0.083 0.028
C 2.72297 3.20710 2.69866 0.066 0.031 0.060
C 2.15979 2.07184 2.13389 -0.011 -0.185 0.070
C 1.07156 2.16881 1.27594 -0.075 0.112 -0.231
C 0.58839 3.44222 0.96593 0.073 -0.141 0.045
C 1.13885 4.58006 1.53673 -0.021 0.022 -0.021
As 0.18664 0.65774 0.35140 -0.195 0.065 0.285
C -1.21531 0.33748 1.70079 0.017 0.092 -0.035
C -1.69188 -0.95647 1.87969 0.053 -0.086 -0.172
C -2.75935 -1.20678 2.72795 -0.041 -0.095 0.030
C -3.36284 -0.16538 3.41332 -0.064 0.020 0.029
C -2.90541 1.13205 3.23426 -0.009 0.027 -0.019
C -1.84340 1.38300 2.37696 0.070 -0.292 0.010
C 1.42320 -0.76084 0.84632 0.072 0.026 -0.041
C 1.55920 -1.26702 2.13415 -0.063 -0.004 0.063
C 2.47211 -2.27843 2.39521 -0.017 -0.012 0.084
C 3.25419 -2.79371 1.37110 0.033 -0.022 -0.058
C 3.12179 -2.29483 0.08374 0.070 -0.073 0.031
C 2.21052 -1.28304 -0.17243 -0.040 0.070 -0.039
H 2.65105 5.34707 2.85396 -0.004 -0.007 -0.001
H 3.57071 3.11240 3.36791 -0.007 -0.016 -0.010
H 2.57096 1.09565 2.36329 0.016 0.047 0.014
H -0.22260 3.53097 0.25494 -0.105 0.078 -0.042
H 0.74384 5.55858 1.28951 -0.008 -0.014 -0.007
H -1.26098 -1.78029 1.31970 -0.020 0.021 0.050
H -3.14200 -2.21808 2.79730 0.029 0.051 -0.004
H -4.21108 -0.36057 4.05984 0.020 0.008 -0.003
H -3.38796 1.95816 3.74593 0.020 -0.018 -0.002
H -1.50723 2.39528 2.24482 0.113 0.299 -0.041
H 0.93326 -0.88287 2.93204 0.012 -0.020 -0.006
H 2.56044 -2.67689 3.39960 -0.001 0.006 -0.008
H 3.95318 -3.59698 1.57340 -0.005 0.005 0.002
H 3.70585 -2.70521 -0.73063 -0.008 0.008 0.005
H 2.09504 -0.91551 -1.18283 0.014 -0.009 -0.058
```
Positions in Å, forces in eV/Å.

## Properties
LUMO (spin up / spin down) = 4.1 / 3.5 eV
relative energy (zero: lowest compared OMol25 entry of this formula, charge and spin) = 15.0 kcal/mol
HOMO-LUMO gap (spin up / spin down) = 6.0 / 5.6 eV
multiplicity = 2
net charge = -2
expectation value of S² = 0.771
HOMO (spin up / spin down) = -1.852 / -2.087 eV
E_tot = -5777.0178 hartree

Question: Which value of relative energy (zero: lowest compared OMol25 entry of this formula, charge and spin) does entry 1 give?
Answer: 145.2 kcal/mol

Question: Among the records above, which one has the lowest relative energy (zero: lowest compared OMol25 entry of this formula, charge and spin)?
Answer: C19H18AsClMgN2O8S3Sb

Question: E_tot of number 2 (C3H4O2)?
Answer: -267.1082 hartree

Question: What is the formula in the third record?
Answer: C19H18AsClMgN2O8S3Sb